Entry a
{
  "formula": "C5H12N3",
  "method": "ωB97M-V/def2-TZVPD",
  "homo_ev": -13.6,
  "multiplicity": 1,
  "total_charge": 1,
  "gap_ev": 10.8,
  "elements": ["N", "N", "N", "C", "C", "C", "C", "C", "H", "H", "H", "H", "H", "H", "H", "H", "H", "H", "H", "H"],
  "xyz": [[0.595, 1.106, 1.307], [1.898, -0.711, 1.894], [0.121, -0.993, 0.455], [0.868, -0.201, 1.216], [-0.796, 1.697, -2.557], [-1.739, 1.465, -1.465], [0.348, -2.426, 0.299], [-2.524, 1.272, -0.557], [0.266, -2.953, 1.265], [2.109, -1.710, 1.827], [-0.194, 1.500, 0.788], [1.344, -2.630, -0.129], [1.174, 1.710, 1.894], [-0.660, -0.569, -0.052], [-0.418, -2.826, -0.386], [0.212, 1.351, -2.272], [-1.114, 1.150, -3.460], [-3.219, 1.101, 0.247], [2.475, -0.105, 2.482], [-0.745, 2.772, -2.797]]
}

***

Entry b
{
  "formula": "C5H12N3",
  "method": "ωB97M-V/def2-TZVPD",
  "homo_ev": -13.2,
  "smiles": "C[C@@H]1[NH2+]CCN=C1N",
  "multiplicity": 1,
  "total_charge": 1,
  "gap_ev": 9.6,
  "elements": ["N", "N", "N", "C", "C", "C", "C", "C", "H", "H", "H", "H", "H", "H", "H", "H", "H", "H", "H", "H"],
  "xyz": [[-1.285, 1.575, -1.335], [1.041, -0.292, 0.829], [-1.734, -0.183, 0.037], [-0.848, 0.564, -0.548], [-0.095, -0.352, 1.848], [1.313, -0.030, -1.560], [0.597, 0.524, -0.406], [-1.220, -1.098, 1.165], [-0.853, -2.112, 0.891], [0.437, -0.941, 2.683], [-2.343, 1.633, -1.463], [-2.215, -1.199, 1.719], [0.847, 1.550, -0.294], [1.905, 0.029, 1.441], [-0.757, 1.778, -2.117], [-0.337, 0.728, 2.245], [2.399, -0.129, -1.353], [0.959, 0.423, -2.557], [1.239, -1.327, 0.469], [0.949, -1.140, -1.694]]
}

***

Stability check: which of them is most stable? entry a.

***

Entry a
{
  "formula": "C5H12N3",
  "method": "ωB97M-V/def2-TZVPD",
  "homo_ev": -13.2,
  "multiplicity": 1,
  "total_charge": 1,
  "gap_ev": 10.2,
  "elements": ["N", "N", "N", "C", "C", "C", "C", "C", "H", "H", "H", "H", "H", "H", "H", "H", "H", "H", "H", "H"],
  "xyz": [[-0.791, 1.006, 0.117], [1.454, -0.818, -0.122], [0.482, 2.899, -0.322], [-2.017, 0.408, 0.686], [-0.639, 2.288, 0.018], [0.863, -1.891, 0.612], [2.035, -1.100, -1.209], [-0.001, -2.740, 0.093], [-1.467, 2.944, 0.249], [-0.435, -3.527, 0.694], [2.146, -2.125, -1.561], [-0.296, -2.680, -0.943], [2.455, -0.295, -1.800], [1.341, 2.387, -0.463], [1.182, -1.917, 1.643], [0.040, 0.406, -0.004], [-2.570, 1.188, 1.201], [0.542, 3.899, -0.224], [-2.617, -0.023, -0.107], [-1.709, -0.308, 1.442]]
}

***

Entry b
{
  "formula": "C5H12N3",
  "method": "ωB97M-V/def2-TZVPD",
  "homo_ev": -12.9,
  "smiles": "C=C(C)N(C)/[NH+]=C\\N",
  "multiplicity": 1,
  "total_charge": 1,
  "gap_ev": 9.1,
  "elements": ["N", "N", "N", "C", "C", "C", "C", "C", "H", "H", "H", "H", "H", "H", "H", "H", "H", "H", "H", "H"],
  "xyz": [[0.560, -0.324, -0.276], [-1.066, 1.302, -1.749], [1.014, 0.822, -0.825], [0.255, 1.580, -1.611], [-0.497, -0.119, 0.972], [-0.242, 0.929, 1.700], [1.482, -1.544, -0.193], [-1.265, -1.319, 1.299], [-1.282, -1.747, 2.350], [2.030, -1.632, -1.117], [2.101, -1.287, 0.561], [1.819, 1.347, -0.569], [-1.523, 1.922, -2.432], [-1.310, 0.272, -1.586], [-2.280, -0.883, 1.117], [0.949, -2.418, 0.100], [0.462, 1.736, 1.269], [0.749, 2.331, -2.170], [-0.750, 1.142, 2.609], [-1.206, -2.109, 0.551]]
}

***

Stability check: which of them is most stable? entry a.

***

Entry a
{
  "formula": "C5H12N3",
  "method": "ωB97M-V/def2-TZVPD",
  "homo_ev": -14.2,
  "smiles": "C=NC(NC)=[N+](C)C",
  "multiplicity": 1,
  "total_charge": 1,
  "gap_ev": 10.7,
  "elements": ["N", "N", "N", "C", "C", "C", "C", "C", "H", "H", "H", "H", "H", "H", "H", "H", "H", "H", "H", "H"],
  "xyz": [[-0.660, -1.379, 0.735], [-0.101, 1.097, 0.982], [0.842, -0.004, -0.928], [0.039, 0.093, 0.111], [-1.926, -1.458, 0.877], [-0.893, 0.971, 2.239], [0.766, -1.191, -1.751], [1.749, 0.944, -1.439], [-2.653, -0.717, 0.367], [2.281, 0.592, -2.316], [-0.823, 1.992, 2.614], [0.187, -0.955, -2.656], [2.532, 1.108, -0.738], [-1.935, 0.544, 2.183], [0.137, 2.040, 0.681], [-0.364, 0.281, 2.787], [-2.476, -2.198, 1.441], [0.219, -2.033, -1.396], [1.281, 1.741, -1.954], [1.797, -1.469, -1.840]]
}

***

Entry b
{
  "formula": "C5H12N3",
  "method": "ωB97M-V/def2-TZVPD",
  "homo_ev": -13.6,
  "multiplicity": 1,
  "total_charge": 1,
  "gap_ev": 9.8,
  "elements": ["N", "N", "N", "C", "C", "C", "C", "C", "H", "H", "H", "H", "H", "H", "H", "H", "H", "H", "H", "H"],
  "xyz": [[1.504, -0.233, 0.243], [-0.550, 0.816, 0.578], [0.997, 1.640, -1.099], [-0.528, -0.498, 1.275], [-0.061, -2.476, -1.820], [-0.723, 2.023, 1.453], [0.714, 0.707, -0.209], [0.708, -0.920, 1.247], [0.727, -1.744, -1.481], [-0.817, -2.488, -1.087], [0.076, 2.729, 1.205], [1.000, -1.913, 1.541], [-1.370, 0.756, -0.039], [-1.667, 2.378, 1.328], [0.425, 2.295, -1.403], [-0.727, 1.784, 2.465], [-0.556, -2.237, -2.730], [-1.282, -0.681, 1.971], [1.946, 1.579, -1.501], [0.185, -3.516, -1.935]]
}

***

Stability check: which of them is most stable? entry b.

***

Entry a
{
  "formula": "C4H3I",
  "method": "ωB97M-V/def2-TZVPD",
  "homo_ev": -9.6,
  "smiles": "C#CC#C.I",
  "multiplicity": 1,
  "total_charge": 0,
  "gap_ev": 10.2,
  "elements": ["I", "C", "C", "C", "C", "H", "H", "H"],
  "xyz": [[-2.540, 0.013, -0.555], [0.624, 1.918, 0.492], [1.100, 0.896, 0.061], [1.171, -1.592, -0.542], [1.254, -0.399, -0.392], [0.911, -2.575, -0.657], [-2.835, -1.084, 0.574], [0.317, 2.824, 1.019]]
}

***

Entry b
{
  "formula": "C4H3I",
  "method": "ωB97M-V/def2-TZVPD",
  "homo_ev": -8.7,
  "multiplicity": 1,
  "total_charge": 0,
  "gap_ev": 8.2,
  "elements": ["I", "C", "C", "C", "C", "H", "H", "H"],
  "xyz": [[-3.410, 0.126, 0.088], [1.824, 0.883, 0.011], [-1.594, -0.892, 0.155], [0.718, 0.164, 0.178], [-0.388, -0.396, 0.191], [1.982, 1.829, 0.384], [2.653, 0.596, -0.447], [-1.784, -2.311, -0.559]]
}

***

Stability check: which of them is most stable? entry a.

***

Entry a
{
  "formula": "C16H24F3Na3O18S",
  "method": "ωB97M-V/def2-TZVPD",
  "homo_ev": -12.4,
  "multiplicity": 1,
  "total_charge": 2,
  "gap_ev": 5.2,
  "elements": ["S", "Na", "Na", "Na", "F", "F", "F", "O", "O", "O", "O", "O", "O", "O", "O", "O", "O", "O", "O", "O", "O", "O", "O", "O", "O", "C", "C", "C", "C", "C", "C", "C", "C", "C", "C", "C", "C", "C", "C", "C", "C", "H", "H", "H", "H", "H", "H", "H", "H", "H", "H", "H", "H", "H", "H", "H", "H", "H", "H", "H", "H", "H", "H", "H", "H"],
  "xyz": [[3.052, -1.956, 1.144], [6.813, -1.496, 5.984], [3.991, -7.745, 1.511], [-0.154, -1.560, 6.005], [2.265, -1.313, -1.316], [4.335, -1.884, -1.269], [3.750, 0.047, -0.621], [4.285, -1.877, 1.972], [-0.056, 7.663, -2.735], [4.142, -8.810, -6.781], [-2.099, -4.720, 0.115], [-1.905, 2.738, 5.439], [1.761, 7.150, -1.385], [-2.544, -4.445, 2.356], [-3.306, -6.183, 1.227], [-3.637, 3.129, -0.798], [-5.522, 4.098, 0.020], [-2.471, 4.929, 5.297], [5.310, -9.732, -5.119], [-4.637, 2.235, 0.966], [-0.022, 7.914, -0.451], [-0.536, 4.388, 4.607], [4.687, -7.686, -5.050], [2.841, -3.368, 0.912], [1.915, -1.267, 1.776], [-2.875, 2.028, -0.430], [-1.370, 8.212, -0.248], [-3.351, -6.729, -0.045], [-2.248, -5.822, -0.693], [-2.662, -5.045, 1.256], [-4.726, 3.186, 0.025], [3.410, -1.200, -0.659], [-3.716, 4.795, 5.996], [-1.634, 3.905, 5.145], [-3.713, 1.257, 0.452], [0.695, 3.681, 4.422], [4.791, -8.832, -5.654], [2.513, 6.401, -2.384], [0.477, 7.588, -1.625], [3.498, -7.586, -6.976], [4.143, -6.673, -5.915], [-1.289, -6.327, -0.805], [4.867, -6.003, -6.379], [-4.503, 4.365, 5.377], [-2.011, 2.460, 0.074], [-2.065, 7.672, -0.891], [3.583, 6.528, -2.222], [-1.671, 7.880, 0.746], [2.301, 6.607, -3.433], [-3.505, 4.129, 6.833], [0.636, 3.216, 3.438], [-4.009, 5.775, 6.372], [-1.562, 9.279, -0.359], [-4.309, -6.560, -0.537], [2.442, -7.509, -6.719], [-2.715, 1.601, -1.420], [-2.597, -5.438, -1.652], [0.622, 2.873, 5.150], [-3.037, -7.770, 0.027], [-4.366, 0.617, -0.142], [1.461, 4.450, 4.522], [3.706, -7.175, -7.964], [-3.178, 0.687, 1.211], [2.261, 5.341, -2.403], [3.444, -6.116, -5.291]]
}

***

Entry b
{
  "formula": "C16H24F3Na3O18S",
  "method": "ωB97M-V/def2-TZVPD",
  "homo_ev": -14.0,
  "multiplicity": 1,
  "total_charge": 2,
  "gap_ev": 7.0,
  "elements": ["S", "Na", "Na", "Na", "F", "F", "F", "O", "O", "O", "O", "O", "O", "O", "O", "O", "O", "O", "O", "O", "O", "O", "O", "O", "O", "C", "C", "C", "C", "C", "C", "C", "C", "C", "C", "C", "C", "C", "C", "C", "C", "H", "H", "H", "H", "H", "H", "H", "H", "H", "H", "H", "H", "H", "H", "H", "H", "H", "H", "H", "H", "H", "H", "H", "H"],
  "xyz": [[-1.926, 0.017, -2.425], [-5.423, -1.439, -2.174], [-2.455, 3.260, -1.258], [-3.200, 0.708, -6.242], [-0.832, -2.443, -2.674], [-0.315, -1.345, -0.862], [0.493, -0.746, -2.847], [-2.478, -1.910, 0.959], [2.550, -2.093, 3.727], [-0.641, 4.949, -2.257], [2.794, -1.704, 1.556], [-3.471, -3.815, 1.119], [3.211, -5.364, -2.151], [-1.825, 0.525, -3.823], [-1.692, 1.118, -1.466], [2.041, -3.439, -2.108], [3.986, -3.426, 2.643], [1.310, 3.749, -2.398], [-1.253, 3.329, 0.896], [-4.479, -2.125, -0.017], [1.261, 5.561, -1.154], [-0.200, 4.097, 2.684], [-3.154, -0.696, -2.090], [3.597, -3.722, -3.825], [-0.867, 1.968, 2.727], [-2.574, -3.776, 2.148], [3.188, -2.481, 2.574], [0.412, 5.224, 2.080], [-3.543, -2.585, 0.650], [2.603, -5.247, -0.875], [-0.819, 3.105, 1.987], [-1.562, -2.755, 1.625], [1.569, -4.267, -1.105], [-0.531, -1.279, -2.200], [1.497, -1.246, 3.415], [1.858, -0.723, 2.030], [2.970, -4.172, -2.805], [0.738, 2.638, -3.111], [0.531, 4.746, -1.942], [0.868, 6.904, -0.705], [-1.413, 0.723, 2.242], [-0.277, 5.984, 1.711], [-0.696, 0.105, 1.701], [0.567, -1.804, 3.530], [2.279, -6.267, -0.667], [-0.287, 2.511, -2.762], [1.441, -3.665, -0.205], [-0.065, 6.945, -0.143], [3.394, -5.142, -0.133], [2.210, 0.309, 2.023], [-1.050, -2.161, 2.381], [-2.111, 0.778, 1.406], [-0.873, -3.152, 0.880], [-1.721, 0.006, 3.003], [0.587, -4.648, -1.384], [-3.074, -3.612, 3.103], [1.422, -0.413, 4.113], [1.111, 4.871, 1.322], [-2.105, -4.758, 2.198], [0.647, 2.912, -4.163], [1.731, 7.334, -0.197], [1.279, 1.706, -2.949], [0.990, -0.759, 1.373], [1.082, 5.547, 2.877], [0.698, 7.550, -1.567]]
}

***

Stability check: which of them is most stable? entry b.

***

Entry a
{
  "formula": "C7H18N3",
  "method": "ωB97M-V/def2-TZVPD",
  "homo_ev": -13.4,
  "smiles": "C[C@@H]1[C@@H](C)CCN(N)[C@H]1[NH3+]",
  "multiplicity": 1,
  "total_charge": 1,
  "gap_ev": 10.6,
  "elements": ["N", "N", "N", "C", "C", "C", "C", "C", "C", "C", "H", "H", "H", "H", "H", "H", "H", "H", "H", "H", "H", "H", "H", "H", "H", "H", "H", "H"],
  "xyz": [[1.933, 1.592, -0.409], [1.653, -0.583, -0.114], [3.028, -0.549, 0.127], [-2.734, -0.541, -0.086], [0.959, 0.674, 0.327], [-0.596, 0.701, -0.288], [-0.491, -1.800, -0.517], [0.875, -1.879, 0.138], [-1.257, 1.957, 0.264], [-1.211, -0.625, 0.127], [-1.364, 2.537, -0.628], [0.689, -2.076, 1.222], [-3.166, -1.517, 0.358], [-3.047, 0.363, 0.415], [-3.051, -0.604, -1.077], [-0.403, 0.807, -1.369], [1.472, -2.799, -0.093], [-0.501, -1.810, -1.637], [-0.805, 2.623, 1.079], [-1.156, -2.636, -0.200], [1.006, 0.887, 1.361], [2.076, 2.520, -0.024], [2.791, 0.942, -0.056], [-1.087, -0.599, 1.220], [1.878, 1.471, -1.400], [3.308, -1.053, 1.062], [3.492, -1.090, -0.625], [-2.274, 1.696, 0.651]]
}

***

Entry b
{
  "formula": "C7H18N3",
  "method": "ωB97M-V/def2-TZVPD",
  "homo_ev": -12.1,
  "multiplicity": 1,
  "total_charge": 1,
  "gap_ev": 8.0,
  "elements": ["N", "N", "N", "C", "C", "C", "C", "C", "C", "C", "H", "H", "H", "H", "H", "H", "H", "H", "H", "H", "H", "H", "H", "H", "H", "H", "H", "H"],
  "xyz": [[0.454, 0.278, -0.515], [0.006, -1.925, 1.094], [0.853, -2.805, 0.455], [0.369, 0.467, -1.786], [-0.436, 2.582, -3.032], [0.796, 1.642, -2.634], [2.013, 2.339, -1.945], [-0.986, -2.355, 1.836], [-1.193, -1.091, 3.959], [-1.842, -1.395, 2.626], [0.787, -3.896, 0.672], [1.221, 1.149, -3.536], [-1.719, -0.355, 4.485], [-2.865, -1.821, 2.736], [0.897, 0.964, 0.099], [2.268, 3.208, -2.582], [-1.997, -0.473, 1.972], [-0.023, 3.661, -3.166], [-1.161, -3.388, 2.077], [0.091, -0.628, -0.149], [-0.279, -0.523, 3.790], [-0.913, 2.328, -4.002], [-0.296, -0.165, -2.363], [-1.146, 2.429, -2.150], [2.804, 1.685, -1.844], [-1.075, -1.944, 4.568], [1.615, 2.419, -0.961], [1.756, -2.389, 0.296]]
}

***

Stability check: which of them is most stable? entry a.